The following is a quantum chemistry calculation of a cluster of 2 separate species, C4H5N3 in total at a distorted geometry, from OMol25.

```
12
Properties=species:S:1:pos:R:3:forces:R:3:nbo_charge:R:1
C -2.263 -0.968 0.101 0.10 -0.13 0.12 -0.041
N -1.091 -1.444 0.157 -0.36 0.07 -0.15 -0.609
C 1.509 0.148 0.298 0.00 0.15 0.03 -0.552
C 1.884 -0.337 -0.987 0.16 -0.35 -0.91 0.275
N 2.142 -0.765 -2.033 -0.21 0.39 0.97 -0.328
C 1.336 1.436 0.524 -0.04 0.49 0.14 0.500
N 1.257 2.616 0.805 0.08 -0.65 -0.17 -0.591
H -2.843 -0.832 -0.818 0.12 -0.03 0.02 0.150
H 0.360 3.067 0.636 0.01 0.02 -0.01 0.393
H -2.764 -0.676 1.028 0.12 -0.03 -0.11 0.159
H -0.746 -1.685 -0.777 -0.06 0.05 0.10 0.343
H 1.219 -0.558 1.065 0.06 0.03 -0.05 0.300
```
Forces are in eV/Å.

Values from the calculation:
E_HOMO	-9.56	eV
energy above the lowest of the compared OMol25 structures with the same formula, charge and spin	71.00	kcal per mole
electronic energy	-8696.734	eV
largest force on an atom	1.07	eV/Å
orbital gap	10.16	eV


The following is a quantum chemistry calculation of a cluster of 2 separate species, C2H7PS in total at a distorted geometry, from OMol25.

```
11
Properties=species:S:1:pos:R:3:forces:R:3:nbo_charge:R:1
C 1.310 0.162 -0.062 -0.80 1.79 -0.59 -0.622
C 0.076 0.966 0.630 1.95 -0.70 0.80 -0.802
P -1.498 0.126 0.421 -1.44 -0.67 1.25 0.451
S -1.249 -0.716 -1.439 0.38 -0.05 -1.06 -0.306
H 1.505 0.759 -1.004 0.41 -1.01 1.02 0.223
H 2.167 0.135 0.637 -0.35 0.22 -0.64 0.219
H 1.064 -0.881 -0.346 0.00 0.69 0.30 0.215
H -0.236 1.974 0.212 1.35 -0.81 0.43 0.244
H 0.416 1.028 1.742 -1.31 0.28 -1.79 0.252
H -1.017 -2.800 0.998 -0.01 0.23 0.10 -0.029
H -2.538 -0.754 -1.788 -0.17 0.03 0.18 0.153
```
Forces are in eV/Å.

Values from the calculation:
E_HOMO (alpha / beta)	-7.37 / -9.33	eV
energy above the lowest of the compared OMol25 structures with the same formula, charge and spin	97.90	kcal per mole
electronic energy	-22307.409	eV
largest force on an atom	2.23	eV/Å
orbital gap (alpha / beta)	7.04 / 8.88	eV


The following is a quantum chemistry calculation of the ion C5H10O2P with charge -1 at a distorted geometry, from OMol25.

```
18
Properties=species:S:1:pos:R:3:forces:R:3:nbo_charge:R:1
C -0.523 0.524 -0.152 0.09 -1.84 -0.03 0.004
C 0.324 -0.473 0.127 -0.09 -1.19 1.06 -0.362
C -0.006 1.881 -0.411 -3.59 0.52 0.06 -0.648
C -2.008 0.359 -0.291 0.56 -1.80 1.30 -0.648
C -0.162 -1.898 0.609 -0.61 0.85 0.20 -0.656
O 2.629 -0.215 -1.329 0.10 -0.21 -2.10 -1.185
O 2.719 0.785 0.967 -0.38 0.30 1.02 -1.179
P 2.184 -0.273 0.069 -0.19 0.01 0.57 2.028
H 0.787 1.900 0.233 2.36 1.22 1.51 0.262
H -0.888 2.575 -0.079 1.92 -0.52 -0.86 0.165
H 0.314 1.981 -1.425 0.05 0.54 -0.75 0.224
H -2.435 1.190 0.268 -0.65 -0.47 0.68 0.200
H -2.334 -0.761 0.005 0.22 2.96 -0.91 0.211
H -2.179 0.696 -1.291 -0.71 -0.57 -1.15 0.210
H -0.936 -1.771 1.483 1.77 -0.40 -1.26 0.196
H -0.751 -2.400 -0.188 0.47 0.08 0.29 0.196
H 0.740 -2.544 0.861 -1.37 0.79 -0.02 0.226
H 2.526 -1.558 0.543 0.05 -0.26 0.40 -0.242
```
Forces are in eV/Å.

Values from the calculation:
E_HOMO	-4.44	eV
net charge	-1
energy above the lowest of the compared OMol25 structures with the same formula, charge and spin	14.10	kcal per mole
electronic energy	-18732.430	eV
largest force on an atom	3.63	eV/Å
orbital gap	8.16	eV


The highest electronic energy belongs to which entry? C4H5N3


Look up the energy above the lowest of the compared OMol25 structures with the same formula, charge and spin of the third one. 14.10 kcal per mole